## one
A cluster of 2 separate species, C27H36N4O5 in total, computed with ωB97M-V with the def2-TZVPD basis set.

CARTESIAN COORDINATES (ANGSTROEM)
C: 0.9308 6.5766 0.3006
N: 0.9959 5.4143 -0.5556
C: 0.0288 4.4211 -0.3410
O: -0.8163 4.6062 0.5380
C: 0.0891 3.2302 -1.1932
C: -0.8453 2.2587 -0.9996
C: -0.9409 1.0138 -1.7398
C: 0.1520 0.1269 -1.8490
C: 0.0642 -1.0357 -2.5842
C: -1.1310 -1.3539 -3.2615
N: -1.2062 -2.5018 -4.0644
C: -1.2834 -3.8246 -3.4785
C: -0.7343 -2.4932 -5.4348
C: -2.2464 -0.4946 -3.1305
C: -2.1571 0.6483 -2.3594
C: 1.0609 3.1954 -2.2994
O: 1.0792 2.3558 -3.2015
N: 2.0402 4.1999 -2.3022
C: 3.1047 4.1419 -3.2798
C: 2.0579 5.3168 -1.4610
O: 2.9568 6.1480 -1.5399
H: 1.7507 7.2295 0.0166
H: -0.0352 7.0717 0.1653
H: 1.0136 6.2766 1.3496
H: -1.6211 2.4687 -0.2628
H: 1.0753 0.3615 -1.3205
H: 0.9270 -1.6991 -2.6727
H: -1.5156 -3.7421 -2.4110
H: -2.0764 -4.3966 -3.9802
H: -0.3372 -4.3729 -3.6103
H: -0.5566 -1.4614 -5.7585
H: 0.1964 -3.0752 -5.5344
H: -1.4901 -2.9550 -6.0851
H: -3.1676 -0.7601 -3.6528
H: -3.0044 1.3287 -2.2436
H: 3.0293 3.1827 -3.7843
H: 2.9985 4.9549 -4.0048
H: 4.0658 4.2533 -2.7739
C: 3.3765 0.8391 2.3502
O: 2.8085 -0.3004 3.0215
C: 1.8723 -0.9213 2.2848
O: 1.5699 -0.5497 1.1624
C: 1.3140 -2.1268 2.9999
C: 2.3122 -3.3001 2.9442
C: 1.4814 -4.5528 2.6858
C: 0.0202 -4.0852 2.6081
N: 0.0870 -2.6330 2.4323
C: -1.0886 -1.8762 2.5008
C: -1.3737 -0.8754 1.6151
C: -2.5976 -0.0336 1.6545
C: -3.6947 -0.5641 2.5933
C: -3.0974 -1.1116 3.8816
C: -2.0881 -2.2245 3.6099
H: 4.1663 1.1664 3.0247
H: 3.7756 0.5507 1.3703
H: 2.6198 1.6231 2.2185
H: 1.1665 -1.8286 4.0559
H: 3.0479 -3.1573 2.1402
H: 2.8380 -3.3274 3.9033
H: 1.7736 -5.0255 1.7408
H: 1.6019 -5.2802 3.4951
H: -0.5392 -4.5776 1.7988
H: -0.4824 -4.3483 3.5562
H: -0.6730 -0.6570 0.8113
H: -2.3173 0.9819 1.9848
H: -2.9947 0.0904 0.6370
H: -4.4033 0.2368 2.8238
H: -4.2533 -1.3554 2.0813
H: -2.5932 -0.2985 4.4148
H: -3.8915 -1.4893 4.5334
H: -2.6407 -3.1360 3.3231
H: -1.5549 -2.4679 4.5426

Properties
SMILES string: CN1C(=O)C(=Cc2ccc(N(C)C)cc2)C(=O)N(C)C1=O.COC(=O)[C@@H]1CCCN1C1=CCCCC1
Kohn-Sham gap: 7.14 eV

Atom charges from the Mulliken analysis, given in e for atoms 1 to 8: number 1, C, carries -1.0841; number 2, N, carries -0.0054; number 3, C, carries 0.0032; number 4, O, carries -0.6644; number 5, C, carries 0.3148; number 6, C, carries -0.9566; number 7, C, carries 1.0028; number 8, C, carries -0.4324



## two
A cluster of 2 separate species, C27H36N4O5 in total, computed with ωB97M-V with the def2-TZVPD basis set.

CARTESIAN COORDINATES (ANGSTROEM)
C: -4.5386 -3.3855 -0.0320
N: -4.0142 -2.0838 -0.3726
C: -2.6912 -1.8048 -0.0148
O: -2.1483 -2.5187 0.8432
C: -2.0381 -0.7017 -0.7203
C: -0.6820 -0.8270 -0.9332
C: 0.1874 0.1730 -1.5588
C: 0.6090 1.3400 -0.8963
C: 1.5251 2.2027 -1.4813
C: 1.9319 2.0055 -2.8339
N: 2.6555 2.9421 -3.5159
C: 3.2779 4.0678 -2.8474
C: 2.6989 2.9889 -4.9648
C: 1.5434 0.7982 -3.4768
C: 0.7032 -0.0925 -2.8428
C: -2.9042 0.3790 -1.2240
O: -2.4990 1.4895 -1.5628
N: -4.2876 0.0821 -1.2841
C: -5.1855 0.9729 -1.9798
C: -4.8435 -1.1870 -1.0569
O: -5.9917 -1.4545 -1.3969
H: -5.5650 -3.4261 -0.3883
H: -3.9289 -4.1553 -0.5200
H: -4.4871 -3.5295 1.0511
H: -0.4063 -1.8623 -1.1253
H: 0.1872 1.5392 0.0892
H: 1.8783 3.0691 -0.9194
H: 3.8394 3.7408 -1.9627
H: 3.9696 4.5240 -3.5606
H: 2.5445 4.8269 -2.5389
H: 2.5975 1.9993 -5.4139
H: 1.9043 3.6289 -5.3760
H: 3.6667 3.4095 -5.2541
H: 1.9034 0.5643 -4.4787
H: 0.4053 -1.0125 -3.3503
H: -4.7471 1.9658 -2.0126
H: -5.3665 0.5990 -2.9947
H: -6.1397 0.9792 -1.4499
C: -3.2151 0.1781 3.2138
O: -1.8480 -0.1175 3.5654
C: -0.9506 0.4058 2.7176
O: -1.2717 0.9126 1.6536
C: 0.4613 0.3927 3.2546
C: 0.7975 1.8056 3.7848
C: 2.1335 2.2014 3.1642
C: 2.6024 1.0021 2.3354
N: 1.4620 0.1066 2.2539
C: 1.6537 -1.1662 1.7264
C: 0.7194 -1.7872 0.9232
C: 1.0240 -3.0824 0.2274
C: 2.4715 -3.5945 0.3385
C: 3.1074 -3.2726 1.6822
C: 3.0249 -1.7726 1.9714
H: -3.8063 -0.2301 4.0325
H: -3.3638 1.2613 3.1222
H: -3.4638 -0.3106 2.2676
H: 0.4799 -0.3431 4.0794
H: 0.0104 2.5237 3.5134
H: 0.8486 1.7468 4.8763
H: 2.0282 3.0873 2.5269
H: 2.8740 2.4238 3.9402
H: 2.9535 1.2823 1.3296
H: 3.4561 0.5331 2.8507
H: -0.3188 -1.4863 1.0524
H: 0.3227 -3.8501 0.5955
H: 0.8361 -3.0085 -0.8513
H: 2.4890 -4.6762 0.1622
H: 3.0667 -3.1339 -0.4616
H: 2.5949 -3.8310 2.4763
H: 4.1573 -3.5916 1.6889
H: 3.7593 -1.2530 1.3297
H: 3.3393 -1.6025 3.0139

Properties
SMILES string: CN1C(=O)C(=Cc2ccc(N(C)C)cc2)C(=O)N(C)C1=O.COC(=O)[C@@H]1CCCN1C1=CCCCC1
Kohn-Sham gap: 7.05 eV

Atom charges from the Mulliken analysis, given in e for atoms 1 to 8: number 1, C, carries -1.1009; number 2, N, carries 0.0395; number 3, C, carries -0.2870; number 4, O, carries -0.6405; number 5, C, carries 0.6488; number 6, C, carries -0.0709; number 7, C, carries -0.8688; number 8, C, carries 0.1883



Most favorable structure: one. The second most favorable one is 0.0299 hartree above it.



## one
The molecule CH4FNP2, computed with ωB97M-V with the def2-TZVPD basis set.

CARTESIAN COORDINATES (ANGSTROEM)
H: -0.0505 2.8250 1.7355
P: 0.9102 2.0448 1.1610
N: -0.1334 1.3980 0.1587
P: -0.0973 0.3483 -1.1237
C: 0.1820 -1.4485 -0.2546
F: -1.7128 0.0701 -1.2251
H: -0.8067 -1.7842 -0.2722
H: 0.7806 -1.3810 0.6399
H: 0.9280 -2.0725 -0.8194

Properties
SMILES string: [H]/P=N/P(C)F
Kohn-Sham gap: 7.94 eV

Atom charges from the Mulliken analysis, given in e for atoms 1 to 8: number 1, H, carries 0.0573; number 2, P, carries 0.0481; number 3, N, carries -0.0910; number 4, P, carries 0.2873; number 5, C, carries -0.8273; number 6, F, carries -0.2964; number 7, H, carries 0.2284; number 8, H, carries 0.3058



## two
A cluster of 2 separate species, CH4FNP2 in total, computed with ωB97M-V with the def2-TZVPD basis set.

CARTESIAN COORDINATES (ANGSTROEM)
C: 0.0031 -0.4717 -1.2616
N: -0.1741 -0.2310 1.9437
F: 2.1911 0.4888 0.0391
P: -0.7990 1.0852 1.4492
P: 1.2618 -0.8867 0.0218
H: -0.9341 -0.4603 -0.6834
H: 0.0635 -1.1116 -2.2846
H: 0.3045 0.4655 -1.6283
H: -1.9168 1.1218 2.4039

Properties
Kohn-Sham gap (alpha / beta): 7.62 / 7.62 eV

Atom charges from the Mulliken analysis, given in e for atoms 1 to 8: number 1, C, carries -0.8147; number 2, N, carries -0.3961; number 3, F, carries -0.2689; number 4, P, carries 0.0920; number 5, P, carries 0.4776; number 6, H, carries 0.2387; number 7, H, carries 0.3155; number 8, H, carries 0.3150



Most favorable structure: one. The second most favorable one is 0.0817 hartree above it.